Below is C37H33FN4O13P2PtSSeSi as an isolated structure at a distorted geometry, with properties calculated with ωB97M-V/def2-TZVPD.

Relative energy (zero: lowest compared OMol25 entry of this formula, charge and spin) = 338.6 kJ/mol
Molar mass = 1156.823 g/mol
Frontier orbital gap = 6.9 eV
Calculated total energy = -6618.14897 Ha
HOMO energy = -8.74 eV

Last column: Mulliken charge in e.
CARTESIAN COORDINATES (ANGSTROEM)
Pt (-0.65611, -0.63009, -0.81606)  2.257
O (2.25514, -3.59162, 0.07746)  -0.675
P (1.06045, -3.48530, -0.95214)  0.802
O (1.15941, -4.50684, -1.98397)  -0.771
O (0.81137, -2.02382, -1.36128)  -0.749
O (-0.28474, -3.79793, 0.00458)  -0.534
P (-0.73028, -2.76685, 1.09378)  0.203
O (-1.33411, -3.59194, 2.29573)  -0.487
O (-1.75061, -1.79943, 0.50545)  -0.731
O (0.49602, -2.04554, 1.65616)  -0.160
H (2.33721, -2.81589, 0.65578)  0.327
H (-1.49135, -4.52339, 2.09725)  0.290
O (-0.06674, 0.11505, 2.33131)  0.154
Si (1.17374, -0.87957, 3.12517)  2.771
C (2.83796, -0.88273, 2.25502)  0.942
C (4.00996, -1.07466, 2.99271)  -0.342
C (5.25161, -1.07618, 2.37580)  -0.785
C (5.35283, -0.85037, 1.00854)  -1.033
C (4.20686, -0.62763, 0.26085)  -1.101
C (2.96255, -0.65749, 0.88035)  -1.213
C (1.72039, 0.43538, 4.47398)  0.694
C (2.27078, 1.68059, 4.13642)  -0.147
C (2.72608, 2.59220, 5.07325)  -1.062
C (2.66590, 2.28364, 6.42902)  -0.643
C (2.17435, 1.04563, 6.80385)  -0.780
C (1.71971, 0.14618, 5.84184)  -0.891
C (0.64246, -2.25443, 4.27957)  0.181
C (-0.51800, -2.15377, 5.04562)  0.026
C (-0.93990, -3.20001, 5.85286)  -0.841
C (-0.19464, -4.36938, 5.91541)  -0.630
C (0.96796, -4.48502, 5.16577)  -0.751
C (1.37391, -3.43942, 4.34806)  -0.649
H (3.95250, -1.21463, 4.06753)  0.450
H (6.14497, -1.24510, 2.96448)  0.441
H (6.32437, -0.84597, 0.53030)  0.390
H (4.26158, -0.43914, -0.80366)  0.592
H (2.08295, -0.48486, 0.26576)  1.328
H (2.39220, 1.95103, 3.08887)  0.368
H (3.14780, 3.53629, 4.74772)  0.474
H (3.01773, 2.98816, 7.17223)  0.384
H (2.14497, 0.76630, 7.85029)  0.414
H (1.36403, -0.81288, 6.19142)  0.328
H (-1.10235, -1.23824, 5.02112)  0.306
H (-1.84732, -3.10295, 6.43654)  0.416
H (-0.51898, -5.18737, 6.54663)  0.370
H (1.55457, -5.39437, 5.21249)  0.416
H (2.27359, -3.55529, 3.75188)  0.285
Se (-2.15802, 1.48993, -2.74656)  0.308
N (-2.27901, 0.53599, -1.23118)  -0.251
C (-3.24627, 1.06271, -0.47874)  1.253
C (-3.63400, 0.61805, 0.82194)  -0.681
C (-4.62499, 1.29474, 1.45458)  -0.556
C (-5.29002, 2.41755, 0.85920)  -0.737
C (-4.95949, 2.85559, -0.37916)  -0.865
C (-3.91612, 2.17915, -1.08604)  0.506
N (-3.48936, 2.52847, -2.29197)  -0.756
H (-3.13144, -0.23308, 1.25920)  0.571
H (-4.93632, 0.97527, 2.44127)  0.494
H (-6.07944, 2.90734, 1.41414)  0.417
H (-5.45848, 3.68746, -0.85695)  0.497
F (-0.03122, 3.99253, -5.72635)  -0.389
C (-0.32839, 2.69754, -5.57560)  0.561
C (0.51546, 1.85591, -4.97530)  -0.113
N (0.23476, 0.52009, -4.80462)  0.158
C (1.20962, -0.30032, -4.10097)  -1.310
C (1.41648, 0.21831, -2.69950)  0.335
O (2.52205, 0.32475, -2.22597)  -0.641
O (0.29396, 0.60500, -2.11884)  -0.155
C (-0.93704, -0.03995, -5.27663)  0.352
O (-1.22185, -1.20921, -5.16890)  -0.607
N (-1.79352, 0.87332, -5.87905)  0.001
C (-1.60472, 2.23306, -6.11070)  0.204
O (-2.42836, 2.91307, -6.67464)  -0.617
H (1.46792, 2.19516, -4.58866)  0.408
H (2.16536, -0.29147, -4.62245)  0.248
H (0.83308, -1.32394, -4.04439)  0.525
H (-2.65029, 0.47533, -6.23640)  0.225
C (-1.14355, 3.73036, 2.80928)  -1.240
S (-0.98526, 2.26739, 1.80172)  1.000
O (-0.05588, 1.48056, 2.82375)  -0.532
C (0.07764, 2.80342, 0.49655)  0.916
C (1.37529, 2.34197, 0.39160)  0.151
C (2.11950, 2.74465, -0.70864)  -1.273
C (1.55994, 3.57575, -1.66669)  -0.505
C (0.24349, 4.00917, -1.55033)  -0.811
C (-0.51779, 3.61265, -0.46407)  -1.110
H (-0.15237, 3.99604, 3.17494)  0.418
H (-1.82247, 3.48880, 3.62363)  0.437
H (-1.55582, 4.51618, 2.17932)  0.479
H (1.79014, 1.65043, 1.11522)  0.306
H (3.12864, 2.37445, -0.82279)  0.327
H (2.14515, 3.87283, -2.52762)  0.469
H (-0.19440, 4.64396, -2.30977)  0.464
H (-1.55209, 3.93166, -0.37330)  0.489